95
Properties=species:S:1:pos:R:3:forces:R:3:mulliken_charge:R:1 method="wB97M-V/def2-TZVPD" multiplicity=3 gap_ev="7.3 / 5.7" s_squared=2.222 de_lowest_kcal_mol=10.3 total_charge=+1 lumo_ev="-2.248 / -3.952"
Ni -0.0421 0.0531 -0.1307 0.132 0.118 -0.697 0.5882
C -0.7560 2.9763 2.3021 -0.026 0.074 0.020 -1.1784
Sb -1.6533 1.2491 1.4687 -0.049 -0.116 0.010 0.4224
C -2.4094 0.4337 3.2861 0.001 -0.023 0.031 -1.4639
C -3.4971 2.1179 0.7757 -0.085 0.074 -0.017 -1.7343
C -3.3142 3.4987 0.2190 0.012 -0.051 0.014 0.8374
C -3.5128 4.5947 1.0566 -0.008 0.039 0.016 -0.5060
C -3.3269 5.8918 0.6111 0.002 -0.004 -0.040 -0.7348
C -2.9483 6.1140 -0.7052 -0.003 -0.005 0.020 -0.7117
C -2.7588 5.0346 -1.5503 0.013 0.034 0.009 -0.5986
C -2.9266 3.7240 -1.1080 0.020 -0.080 -0.024 0.6589
C -2.6620 2.5975 -2.0627 -0.107 0.067 -0.025 -1.7210
Sb -0.6462 1.8513 -1.9187 0.198 -0.177 0.476 0.6559
C 0.4291 3.6581 -1.6535 0.021 0.037 -0.055 -1.2982
C -0.2605 1.5160 -3.9754 0.014 0.054 -0.049 -1.3587
H -0.5520 3.7050 1.5193 0.006 -0.006 0.005 0.2030
H 0.1838 2.6896 2.7697 0.004 0.014 0.018 0.4456
H -1.4249 3.4212 3.0367 -0.003 0.013 0.018 0.4569
H -3.0928 1.1655 3.7135 -0.029 -0.013 0.044 0.5851
H -1.5871 0.2604 3.9764 0.004 0.007 0.026 0.4017
H -2.9370 -0.5037 3.1175 -0.012 -0.016 0.000 0.3645
H -4.1411 2.1491 1.6545 -0.032 0.015 -0.011 0.7470
H -3.9486 1.4309 0.0609 0.008 -0.022 -0.005 0.5632
H -3.8299 4.4229 2.0785 -0.002 -0.010 0.023 0.4101
H -3.4878 6.7236 1.2827 -0.009 0.018 0.013 0.4287
H -2.8114 7.1209 -1.0749 -0.001 0.019 0.000 0.4227
H -2.4778 5.2079 -2.5826 0.012 0.000 -0.020 0.4140
H -2.7666 2.9407 -3.0922 -0.008 0.004 -0.007 0.9096
H -3.3461 1.7615 -1.9219 0.010 -0.024 0.004 0.4012
H 0.3464 4.2850 -2.5397 0.009 0.012 -0.012 0.4661
H 1.4717 3.3945 -1.4799 0.003 0.018 0.001 0.4550
H 0.0398 4.2015 -0.7951 -0.006 -0.009 0.020 0.3004
H -0.7150 2.3309 -4.5372 0.017 -0.009 -0.045 0.6254
H -0.6575 0.5595 -4.3066 -0.025 -0.013 -0.008 0.3339
H 0.8176 1.5237 -4.1211 0.010 -0.004 -0.042 0.4218
N 2.0005 -0.4675 3.8771 0.068 0.178 0.023 -0.0885
C 3.2028 0.2708 3.9932 -0.124 -0.057 -0.082 -0.3550
C 4.0203 0.0864 5.0926 0.085 0.066 -0.016 -0.6643
C 5.1974 0.8160 5.2097 -0.016 -0.022 0.017 -0.5801
C 5.5614 1.7087 4.2172 -0.031 -0.003 -0.034 -0.7064
C 4.7490 1.8685 3.1006 0.028 -0.009 0.043 -0.6614
C 3.5604 1.1653 2.9952 0.119 0.027 0.036 0.8772
S 2.5331 1.4261 1.5848 -0.154 -0.174 0.005 -0.1796
N 1.4702 0.0928 1.6322 -0.071 0.170 -0.226 0.0191
C 1.3209 -0.6216 2.6936 -0.251 -0.339 0.120 0.5244
C 0.2793 -1.6699 2.6918 0.216 0.221 -0.151 0.0134
C -0.2594 -2.2197 3.8267 -0.028 -0.143 0.053 -0.3966
C -1.2107 -3.2512 3.8398 -0.022 0.003 0.004 -1.2893
C -1.6623 -4.1026 2.7825 0.048 0.066 0.044 -0.7074
C -1.1937 -4.2247 1.5168 0.024 -0.082 0.027 -1.0211
N -0.2550 -1.9833 1.4214 -0.027 -0.001 0.186 0.6720
H 1.9184 -1.2330 4.5250 0.005 -0.014 -0.026 0.2703
H 3.7359 -0.6194 5.8636 -0.013 -0.018 0.013 0.4092
H 5.8282 0.6750 6.0762 0.003 0.006 0.009 0.3999
H 6.4775 2.2761 4.2988 0.018 -0.001 0.005 0.4008
H 5.0418 2.5463 2.3086 -0.006 0.010 -0.015 0.4352
H 0.0067 -1.8114 4.7955 0.007 0.003 0.004 0.3271
H -1.6408 -3.4741 4.8081 -0.010 0.017 0.012 0.4152
H -2.4415 -4.7975 3.0720 -0.013 -0.018 -0.005 0.4697
H -1.5883 -5.0097 0.8837 -0.010 -0.025 -0.017 0.4495
O 2.3631 0.4571 -1.2759 0.032 0.053 0.145 -0.6252
C 1.3534 -0.1878 -1.4187 0.093 -0.287 -0.173 -0.6821
C 1.2025 -1.0531 -2.6587 -0.247 0.134 0.283 0.2388
C 2.1676 -1.0093 -3.6557 0.056 0.035 -0.046 -0.5711
C 1.9452 -1.6616 -4.8579 -0.033 -0.014 0.026 -0.7447
C 0.7527 -2.3473 -5.0667 0.042 0.019 -0.008 -0.7258
C -0.2012 -2.4176 -4.0610 0.013 0.022 -0.022 -0.4969
C 0.0324 -1.7838 -2.8452 -0.101 -0.080 -0.091 0.7331
P -1.0192 -1.9460 -1.3726 0.302 0.119 0.225 1.6418
C -0.1722 -3.3558 -0.5850 -0.075 0.039 -0.046 -1.2242
C -0.0777 -3.3717 0.9282 0.024 0.095 0.060 2.4959
C 1.2067 -4.0050 1.3955 0.001 -0.079 -0.008 -1.0061
C 1.8721 -4.8928 0.6253 -0.014 -0.003 0.013 -0.9383
C 1.4812 -5.1262 -0.7163 -0.027 0.051 0.016 -1.0532
C 0.5219 -4.2850 -1.3058 0.061 -0.061 -0.063 0.2270
C -2.5938 -2.5705 -2.0264 -0.067 0.100 -0.001 0.1125
C -2.9769 -3.9059 -2.0090 0.025 -0.069 0.018 -0.3633
C -4.2070 -4.2876 -2.5288 0.004 -0.001 0.001 -0.7625
C -5.0574 -3.3401 -3.0767 -0.002 0.025 -0.001 -0.5850
C -4.6807 -2.0025 -3.1029 -0.006 -0.040 0.007 -0.6328
C -3.4606 -1.6220 -2.5715 -0.026 0.019 -0.013 -0.2063
H 3.0674 -0.4332 -3.4818 0.014 -0.009 -0.011 0.5411
H 2.6894 -1.6219 -5.6419 0.012 0.001 -0.009 0.4177
H 0.5714 -2.8390 -6.0133 -0.001 -0.003 -0.015 0.4683
H -1.1171 -2.9730 -4.2240 -0.014 0.001 0.030 0.5291
H -1.2610 -1.8430 1.4840 0.008 0.043 -0.075 0.1994
H 1.4943 -3.8465 2.4258 0.003 0.022 0.017 0.5209
H 2.7284 -5.4160 1.0297 0.006 -0.007 -0.002 0.4872
H 2.0031 -5.8558 -1.3180 -0.001 -0.019 -0.005 0.4543
H 0.4081 -4.3237 -2.3830 -0.005 0.002 0.018 0.5120
H -2.3128 -4.6546 -1.5947 0.009 0.009 0.005 0.3217
H -4.4967 -5.3296 -2.5090 -0.010 -0.012 -0.001 0.4458
H -6.0149 -3.6403 -3.4795 -0.012 -0.005 -0.014 0.3957
H -5.3408 -1.2584 -3.5274 -0.020 0.005 -0.014 0.4559
H -3.1764 -0.5739 -2.5832 0.022 -0.001 0.016 0.1731